A molecular structure, C30H47BrCl2LaN3O6Si at a distorted geometry, computed with ωB97M-V/def2-TZVPD.

Each line ends with the Mulliken charge.
Cartesian coordinates (Å):
1 H 2.763 -4.114 -8.029  0.299
2 C -2.608 1.390 1.954  -0.893
3 H -2.965 4.383 -3.665  0.370
4 H 0.162 2.282 -5.471  0.000
5 C 2.253 -0.111 -6.786  -0.641
6 C 2.856 -1.995 -8.309  0.127
7 H -1.772 -5.738 -1.298  0.326
8 Cl -0.216 -2.274 -6.320  -0.526
9 C -0.496 -4.282 -2.997  -0.830
10 H 0.368 2.554 -11.114  0.368
11 H 0.052 5.750 -2.539  0.343
12 C -0.400 3.241 -1.974  0.049
13 H -1.994 -4.502 -0.009  0.345
14 C -1.872 -0.181 -7.347  -1.619
15 H -0.728 0.560 -3.685  -0.866
16 H 0.550 -4.095 -3.298  0.267
17 H 2.736 -1.338 -9.172  0.526
18 C 0.794 1.982 -10.292  -0.465
19 H 4.405 -2.350 -5.966  0.357
20 H -0.052 0.566 4.067  0.231
21 C 0.328 0.685 -10.043  -1.242
22 H -0.452 0.247 -10.663  0.381
23 C -0.565 0.120 1.635  -0.052
24 H 0.498 -1.060 -8.775  0.771
25 O -0.749 -0.054 0.402  -0.729
26 H -0.885 -1.277 -3.776  -0.507
27 Br 0.534 3.720 2.045  -0.056
28 H -1.433 5.955 -3.527  0.337
29 H -1.904 0.743 -7.942  0.331
30 C -0.602 5.287 -3.289  -0.931
31 H 2.872 2.310 -7.575  0.270
32 H 3.304 2.360 5.978  0.380
33 C -2.407 3.533 -3.268  -0.778
34 C 3.627 1.011 4.303  -0.518
35 H -1.511 2.233 -6.060  0.454
36 H 2.994 -3.568 -9.707  0.386
37 H -1.889 -1.029 -8.042  0.362
38 H 4.292 0.332 4.844  0.394
39 C 3.338 0.746 2.963  -0.363
40 C 3.263 -3.373 -8.663  -1.519
41 H 2.932 -3.305 -5.859  0.291
42 H -2.968 3.046 -2.455  0.220
43 H 0.348 -0.266 2.132  0.462
44 H -2.794 -0.223 -6.756  0.377
45 O 2.277 -0.013 0.460  -0.911
46 H -0.162 2.176 -7.185  0.378
47 H -3.481 0.900 2.404  0.320
48 H -1.772 0.350 4.497  0.329
49 H 3.721 -0.149 2.467  0.435
50 H -0.365 -2.615 -0.031  0.314
51 C 0.831 -0.037 -8.951  0.283
52 H -2.651 1.289 0.866  0.199
53 C 2.167 2.949 4.235  -0.497
54 H 0.611 3.600 -1.723  0.531
55 H 1.675 3.780 4.751  0.409
56 O 1.309 -0.024 -5.718  -0.221
57 C 1.767 2.542 -9.463  -0.630
58 H -1.137 1.988 4.180  0.350
59 N -0.672 -3.981 -1.572  0.244
60 C -1.072 0.931 3.880  -0.872
61 H 2.157 3.547 -9.647  0.347
62 N -1.380 0.786 2.456  0.310
63 O 0.386 -1.983 -1.842  -0.581
64 H 3.110 0.469 -6.390  0.490
65 C -1.125 -0.300 -4.257  0.377
66 H -2.239 2.797 -4.075  0.142
67 C 1.753 0.564 -8.075  0.298
68 C 2.260 1.257 0.786  0.978
69 C 2.213 1.857 -8.325  -0.462
70 C 3.068 2.129 4.935  -0.508
71 C -0.208 -2.833 -1.101  0.060
72 O -0.790 2.083 -1.615  -0.911
73 C -0.504 1.812 -6.204  -1.473
74 H -2.218 -0.182 -4.239  0.277
75 O 1.922 2.125 -0.090  -0.655
76 C 1.888 2.703 2.882  -0.056
77 H 3.085 -1.767 -4.935  0.081
78 Si -0.450 -0.212 -6.039  2.158
79 H -2.628 2.451 2.238  0.330
80 C 3.307 -2.274 -5.881  -1.460
81 Cl 2.371 1.846 -3.310  -0.601
82 H -0.750 -5.340 -3.146  0.391
83 H -1.161 -3.656 -3.609  0.284
84 La 0.969 0.347 -1.627  1.803
85 H -0.498 -5.472 -0.079  0.329
86 C -1.276 -4.983 -0.684  -0.939
87 H 4.352 -3.510 -8.591  0.299
88 H -0.008 5.114 -4.201  0.301
89 N -1.141 4.035 -2.744  0.294
90 C 2.780 -1.525 -7.054  0.526
91 C 2.525 1.616 2.227  0.424

Values from the calculation:
Maximum force: 0.076 hartree/bohr
LUMO level: -0.246 eV
HOMO: -6.4 eV
Gap between HOMO and LUMO: 6.1 eV


A molecular structure, C30H47BrCoN6S2Si at a distorted geometry, computed with ωB97M-V/def2-TZVPD.

Each line ends with the Mulliken spin population.
Cartesian coordinates (Å):
1 N 2.098 3.328 0.363  0.005
2 H 3.676 4.692 -0.051  0.002
3 C -3.846 2.765 -2.980  0.000
4 Br 0.202 -1.075 0.104  0.005
5 H 1.934 -5.829 0.268  0.000
6 C 3.122 -2.629 0.798  0.000
7 C 0.297 5.453 2.283  0.003
8 H -2.367 2.372 2.006  0.001
9 H 0.968 -2.366 3.297  0.000
10 C 2.536 -5.107 0.766  0.000
11 H 1.799 6.426 -0.932  0.000
12 H 3.755 -4.061 -1.419  0.000
13 H -1.407 4.316 2.807  -0.001
14 H 1.652 1.492 2.553  -0.004
15 C 2.673 -3.813 -1.331  0.000
16 H -5.629 2.748 -0.794  0.000
17 C -1.149 2.673 -2.131  0.031
18 H 2.060 1.887 -1.995  0.001
19 C -0.641 -3.891 -1.262  0.000
20 H -1.622 -5.369 1.466  0.000
21 C -0.299 2.552 -4.387  0.007
22 N -5.012 2.632 -3.597  0.000
23 H 0.597 -3.132 -2.906  0.000
24 H -1.335 -1.902 2.882  0.000
25 H 1.457 -3.996 3.192  0.000
26 C -4.560 2.680 -0.583  0.002
27 H 2.292 -5.051 1.824  0.000
28 H -0.939 -6.039 -0.803  0.000
29 C -0.425 -3.052 -2.545  0.000
30 H 1.338 5.578 2.629  -0.001
31 N -1.787 2.587 0.102  -0.021
32 H 0.128 -5.824 1.840  0.000
33 H 2.643 4.329 -1.449  -0.001
34 H -2.272 -3.349 3.140  0.000
35 H 2.810 4.276 2.239  0.002
36 H -1.104 -3.443 -3.342  0.000
37 N 0.156 2.971 2.368  0.041
38 C -2.216 2.742 -1.196  -0.021
39 H 2.387 6.399 0.767  0.002
40 H -1.004 -5.424 3.144  0.000
41 H 3.538 2.710 1.814  0.002
42 H -0.115 6.402 2.612  0.001
43 C -0.439 -5.383 -1.534  0.000
44 Co 0.157 2.933 0.258  2.774
45 H -2.746 -4.039 -1.824  0.000
46 H 2.158 -4.597 -1.898  0.000
47 H 1.797 2.120 -4.490  0.000
48 H 3.034 -1.664 0.296  0.000
49 H -0.111 4.281 4.022  0.001
50 H 2.554 -2.875 -1.886  0.000
51 H -0.017 -3.694 4.143  0.000
52 C -1.639 -2.847 2.401  0.000
53 C 0.960 2.303 -3.854  -0.002
54 H -2.282 -2.619 1.548  0.000
55 H -4.867 2.362 1.510  0.000
56 C 1.119 2.246 -2.473  0.010
57 Si 0.365 -3.277 0.318  0.002
58 N -3.187 2.702 -5.188  0.000
59 C -2.772 2.445 1.006  0.007
60 H -0.731 -2.024 -2.385  0.000
61 H -0.492 2.500 -5.444  0.000
62 C -4.124 2.499 0.733  0.002
63 H 2.885 -2.480 1.866  0.000
64 C 2.613 3.274 1.832  0.003
65 H 2.560 2.524 -0.076  0.000
66 C -3.572 2.710 -1.571  0.003
67 H 0.602 -5.684 -1.744  0.000
68 C -1.383 2.724 -3.519  0.002
69 H -2.459 -2.683 -0.680  0.000
70 C -0.318 4.266 2.944  -0.004
71 C -2.167 -3.728 -0.925  0.000
72 C 1.863 5.821 -0.016  0.001
73 N 0.091 2.520 -1.642  0.069
74 C 1.564 2.571 2.738  0.004
75 H -2.487 -4.375 -0.103  0.000
76 S 0.112 5.385 0.453  0.071
77 C 2.655 4.537 -0.351  -0.001
78 C -2.775 2.789 -3.919  -0.001
79 C 0.565 -3.375 3.243  0.000
80 C -0.363 -3.626 2.061  0.000
81 C -0.759 -5.155 2.100  0.000
82 H 4.178 -2.933 0.781  0.000
83 H -0.472 2.278 2.807  0.002
84 C 2.275 -3.708 0.135  0.000
85 H -0.943 -5.631 -2.497  0.000
86 H 1.823 2.777 3.809  0.001
87 S -4.775 2.600 -5.184  0.000
88 H 3.565 -5.428 0.636  0.000

Values from the calculation:
Maximum force: 0.067 hartree/bohr
2S+1: 4
LUMO level (spin up / spin down): -6.396 / -6.653 eV
Net charge: +2
HOMO (spin up / spin down): -13.1 / -13.1 eV
Gap between HOMO and LUMO (spin up / spin down): 6.7 / 6.5 eV
Expectation value of S²: 3.76


A molecular structure, C30H47BrN4OP2Sn at a distorted geometry, computed with ωB97M-V/def2-TZVPD.

Each line ends with the Mulliken charge.
Cartesian coordinates (Å):
1 H 0.527 -4.288 1.407  0.403
2 N -0.149 1.314 2.457  0.075
3 H -1.380 -5.649 2.103  0.420
4 H 5.375 -2.542 2.040  0.401
5 C -2.427 -2.829 -0.928  -0.762
6 P 4.129 -0.903 0.134  0.159
7 Br 2.805 4.881 -0.722  0.022
8 H -3.019 -2.024 1.060  -0.014
9 C 4.125 0.907 0.228  0.405
10 H -3.551 2.376 -0.603  0.575
11 C 0.529 -3.587 -1.503  -0.280
12 H 3.613 -0.576 -2.159  0.393
13 N -1.550 0.358 4.100  0.046
14 H 5.273 2.775 0.395  0.367
15 H 0.241 4.375 0.691  1.427
16 C -4.370 2.266 -3.855  -0.321
17 C -5.163 2.987 -4.763  -0.391
18 H 3.752 1.158 1.229  0.339
19 H 4.839 -2.426 -3.266  0.408
20 H 2.834 -2.060 -1.635  -0.451
21 P -0.682 -2.974 -0.279  0.178
22 H -3.294 -0.598 4.899  0.341
23 H 5.886 -1.734 -2.033  0.415
24 C 0.388 -2.966 -2.898  -1.159
25 H -1.801 -5.251 0.442  0.345
26 H -0.603 -3.184 -3.321  0.370
27 H -2.171 -1.671 4.005  0.251
28 H -1.547 2.743 0.313  0.133
29 H -4.365 -2.743 0.111  0.329
30 C 3.348 -1.872 1.547  0.237
31 Sn -0.386 -0.432 0.061  0.712
32 C -1.598 -4.824 1.428  -1.309
33 C -0.806 2.896 -0.468  -0.285
34 C -0.512 2.438 4.529  -1.024
35 H 5.048 -3.273 -1.745  0.378
36 H -5.286 2.646 -5.793  0.392
37 C -2.136 1.268 -1.896  -0.357
38 H 5.706 1.857 -1.030  0.355
39 N 1.111 3.252 2.968  -0.420
40 H -2.341 -2.226 -1.844  0.352
41 H 2.500 -1.320 2.002  0.126
42 H -4.736 4.346 -1.221  0.381
43 C 3.769 -1.489 -1.572  0.486
44 H -0.495 -3.053 2.131  0.175
45 C -0.897 2.037 -1.592  0.546
46 H 1.073 4.092 3.549  0.336
47 C 0.234 2.067 -2.452  -0.186
48 H -1.629 1.271 5.958  0.520
49 N -5.767 4.121 -4.425  -0.403
50 H -3.797 1.419 -4.211  0.358
51 H 1.155 -3.388 -3.558  0.436
52 H -0.372 3.319 5.135  0.436
53 C -5.677 4.574 -3.159  -0.378
54 C 1.303 2.960 -2.249  -0.707
55 H 6.284 1.356 0.559  0.412
56 H 3.380 1.232 -0.504  -0.261
57 C -3.312 1.962 -1.590  -0.682
58 C -4.901 3.898 -2.191  -0.390
59 H 0.497 -4.688 -1.567  0.555
60 C -2.239 -0.809 4.668  -0.988
61 C 0.122 2.341 3.280  0.915
62 H 0.192 1.320 -3.244  0.568
63 H 1.498 -3.338 -1.041  0.182
64 C 5.412 1.743 0.021  -1.363
65 H 2.942 -2.829 1.159  0.163
66 C 4.491 -2.164 2.573  -1.298
67 C 0.265 3.756 -0.216  -1.149
68 H 4.213 -2.899 3.349  0.387
69 H 1.211 3.488 1.963  0.158
70 H 0.529 -1.875 -2.891  0.199
71 H 2.175 2.930 -2.907  0.571
72 O -1.338 -0.614 2.084  -0.794
73 H -2.186 0.382 -2.563  0.656
74 C -4.224 2.688 -2.534  0.680
75 C -3.434 -2.147 0.041  -0.616
76 C -1.015 0.376 2.855  0.378
77 C 4.946 -2.273 -2.184  -1.406
78 H -3.705 -1.134 -0.316  0.134
79 H -2.518 -4.347 1.766  0.345
80 H 4.788 -1.242 3.095  0.378
81 C -0.467 -3.816 1.337  0.040
82 H -2.812 -3.808 -1.271  0.634
83 H -1.737 -1.044 5.612  0.442
84 H -6.192 5.518 -2.897  0.381
85 C 1.337 3.831 -1.128  -0.390
86 C -1.259 1.384 4.948  -0.425

Values from the calculation:
Maximum force: 0.081 hartree/bohr
LUMO level (spin up / spin down): -12.672 / -13.478 eV
Net charge: +4
HOMO (spin up / spin down): -18.7 / -18.8 eV
Gap between HOMO and LUMO (spin up / spin down): 6.0 / 5.3 eV


A molecular structure, C30H47ClP2Ti at a distorted geometry, computed with ωB97M-V/def2-TZVPD.

Each line ends with the Mulliken spin population.
Cartesian coordinates (Å):
1 H -2.356 2.054 -1.855  -0.001
2 H -3.822 0.996 2.580  0.000
3 H 2.575 4.406 -0.059  0.022
4 H -2.130 -3.941 1.119  -0.001
5 C 0.424 4.213 0.214  0.015
6 H 1.372 -4.769 1.448  0.000
7 C 0.846 2.204 -2.052  0.017
8 H 1.285 1.791 -2.960  0.000
9 H -0.219 3.987 -2.460  -0.006
10 H 0.514 -2.481 -5.216  0.000
11 C 0.436 -0.694 2.491  0.002
12 H -1.848 -0.407 3.988  0.000
13 H 3.333 -2.321 2.085  0.000
14 C -0.124 -1.919 -3.239  -0.006
15 H 1.710 0.717 3.486  0.000
16 C -1.119 -1.334 -0.989  -0.029
17 Ti -0.222 0.089 0.473  0.064
18 H 0.642 4.771 1.137  0.000
19 C -1.728 2.876 -1.486  -0.009
20 H 3.190 -0.674 2.712  -0.001
21 H -1.965 -0.781 -1.465  -0.006
22 C -1.650 2.864 0.055  -0.005
23 H -2.309 3.777 -1.753  -0.001
24 C 0.655 0.436 3.430  0.002
25 P -2.440 1.372 0.723  -0.001
26 C 3.094 0.069 -2.096  0.009
27 H 0.338 0.155 4.448  0.000
28 C 1.430 -1.435 1.730  0.002
29 C -0.484 -2.750 1.863  -0.008
30 C 1.585 -3.874 0.846  -0.002
31 H 1.663 4.963 -1.432  0.043
32 C -0.338 -4.623 -2.725  0.002
33 C -1.989 -1.261 3.316  0.000
34 Cl -0.234 -0.256 -3.751  0.001
35 H 0.319 -4.918 -4.756  0.000
36 H 2.664 -3.717 0.885  0.000
37 H 0.256 1.900 0.030  -0.053
38 C -3.814 1.009 -0.428  0.000
39 C 2.955 1.532 0.676  0.009
40 H 2.420 -0.374 -2.843  -0.001
41 C -0.612 -3.704 -1.723  -0.005
42 H -1.007 -4.034 -0.767  -0.001
43 C 0.677 1.111 -1.026  0.089
44 H 1.325 -4.117 -0.196  0.000
45 H 3.960 1.826 0.342  0.000
46 C -0.240 2.851 0.607  -0.008
47 H -1.871 -3.984 2.872  0.000
48 H -3.673 2.790 2.326  0.000
49 H -2.274 3.692 0.454  -0.001
50 H -4.544 0.433 0.172  0.000
51 H 3.376 -0.983 0.942  0.002
52 C -0.570 -2.320 -1.965  0.011
53 H -0.330 4.839 -0.294  -0.004
54 H 0.067 1.321 3.155  -0.001
55 H -0.754 -4.854 1.794  0.000
56 P 2.254 0.306 -0.496  -0.004
57 H 3.030 1.105 1.679  -0.001
58 C 0.204 -2.841 -4.236  0.002
59 C -0.788 -1.502 2.480  0.003
60 H -0.470 -5.679 -2.499  0.000
61 C 2.911 -1.330 1.883  -0.003
62 C 0.114 -4.202 -3.973  -0.003
63 C -0.478 2.942 -2.347  0.064
64 H -2.351 1.877 3.105  0.000
65 H -4.310 1.914 -0.865  0.000
66 H -0.248 2.821 1.709  0.008
67 C -3.136 1.825 2.333  0.000
68 C 0.835 -2.701 1.364  -0.007
69 H 3.494 1.017 -2.492  0.001
70 H -0.772 2.615 -3.351  0.002
71 H -2.204 -2.144 3.934  0.000
72 H -3.442 0.389 -1.276  -0.001
73 H 2.304 2.410 0.768  -0.015
74 H 2.945 2.707 -1.653  -0.022
75 H 3.922 -0.640 -1.945  0.000
76 H -1.511 -1.875 -0.113  -0.003
77 C 1.682 4.168 -0.659  0.008
78 H -0.084 0.411 -1.462  0.013
79 C 1.902 2.904 -1.351  0.818
80 H -2.883 -1.069 2.701  0.000
81 C -1.361 -3.948 1.901  -0.001

Values from the calculation:
Maximum force: 0.081 hartree/bohr
2S+1: 2
LUMO level (spin up / spin down): -3.351 / -3.237 eV
Net charge: +1
HOMO (spin up / spin down): -9.7 / -10.1 eV
Gap between HOMO and LUMO (spin up / spin down): 6.3 / 6.8 eV
Expectation value of S²: 0.76